Entry 1:
The following is a DFT calculation (ωB97M-V/def2-TZVPD) of C12H15N2NiO as an isolated structure.

Values from the calculation:
LUMO energy (alpha / beta)	6.39 / 6.21	eV
multiplicity	4
molar mass	261.958	g/mol
calculated total energy	-2158.9127	Eh
HOMO-LUMO gap (alpha / beta)	3.951 / 4.720	eV
net charge	-2
highest occupied orbital energy (alpha / beta)	2.44 / 1.49	eV
⟨S²⟩	3.783
ΔE to the lowest compared entry with this formula, charge and spin	258.1	kJ/mol

The geometry in XYZ format:
```
31
Properties=species:S:1:pos:R:3:forces:R:3
C 1.674 -0.921 -2.767 0.61 0.02 -2.61
C 1.922 0.485 -2.669 0.44 -0.10 -1.50
C 0.677 1.166 -2.763 0.07 0.38 -0.91
C -0.341 0.206 -2.929 -0.01 -0.27 -1.29
C 0.252 -1.091 -2.911 -0.20 -0.16 -2.32
Ni 0.817 -0.374 -1.185 -0.58 1.26 3.24
N 0.809 -1.701 0.021 0.53 -1.00 2.23
C 1.876 -0.455 0.998 0.05 -1.72 0.86
C 2.280 0.714 0.248 -0.40 -0.49 0.14
H 0.552 2.248 -2.844 -0.01 -0.37 0.41
H 2.908 0.953 -2.651 -0.43 -0.19 0.37
H -1.376 0.416 -3.197 0.22 -0.07 0.65
H -0.245 -2.017 -3.199 0.08 0.23 0.51
H 2.425 -1.696 -2.877 -0.14 0.10 0.37
H 3.235 0.711 -0.295 -0.45 0.01 0.27
H 2.676 -1.217 1.154 -0.51 0.74 0.30
H 0.423 -2.661 0.334 0.95 2.08 -0.26
H 1.825 1.689 0.459 0.13 -0.39 -0.10
H 1.272 -0.227 1.910 0.34 -0.49 -0.75
O -1.386 0.268 -0.419 -0.41 0.59 -0.16
N -1.590 0.266 0.882 1.18 0.58 -0.94
C -1.878 -0.931 1.490 -3.52 -0.81 2.45
C -2.742 -0.742 2.700 2.55 -0.22 -2.87
C -2.614 0.466 3.401 -0.52 -0.47 0.36
C -1.746 1.494 2.892 0.42 0.06 -1.24
C -1.263 1.409 1.607 -0.86 -2.02 0.86
H -1.920 -1.846 0.827 0.10 1.52 0.88
H -3.447 -1.556 2.891 0.44 0.16 0.69
H -2.982 0.540 4.422 -0.21 0.12 -0.19
H -1.485 2.379 3.444 -0.02 0.15 0.44
H -0.610 2.026 1.027 0.17 0.72 0.10
```
Forces are in eV/Å.

***

Entry 2:
The following is a DFT calculation (ωB97M-V/def2-TZVPD) of C12H15N2O3PSn as an isolated structure.

Values from the calculation:
LUMO energy	-10.37	eV
molar mass	384.948	g/mol
calculated total energy	-1356.4100	Eh
HOMO-LUMO gap	3.571	eV
net charge	+2
highest occupied orbital energy	-13.94	eV
ΔE to the lowest compared entry with this formula, charge and spin	0.0	kJ/mol

The geometry in XYZ format:
```
34
Properties=species:S:1:pos:R:3:forces:R:3
C 3.951 -0.615 0.828 0.22 -0.20 0.32
O 3.566 0.734 0.563 -0.40 -0.39 -0.35
C 2.213 0.733 0.144 0.94 0.28 -0.50
C 1.981 1.820 -0.926 -0.51 -0.03 -0.03
C 0.730 1.529 -1.823 -0.18 -0.01 2.31
C -0.366 0.922 -0.923 0.60 -0.38 -1.59
C -1.058 1.818 -0.122 0.45 0.07 -0.47
C -2.027 1.380 0.746 -0.20 0.96 0.44
C -2.349 0.035 0.836 -1.12 -1.02 0.51
P -3.659 -0.467 2.054 -0.32 1.00 2.00
N -3.710 0.568 3.225 0.19 -0.20 -0.51
C -1.676 -0.853 0.059 0.77 -0.73 -1.02
C -0.679 -0.444 -0.860 0.25 0.21 -0.07
C -0.154 -1.668 -1.554 -1.96 2.25 1.50
O 0.813 -1.780 -2.393 -0.36 -0.59 0.59
N -0.926 -2.676 -1.171 2.31 -1.62 0.27
C -1.777 -2.350 -0.032 -0.83 0.19 0.75
O -2.338 -3.174 0.623 0.68 0.84 -0.86
H 4.064 -1.187 -0.108 -0.11 0.14 0.10
H 3.203 -1.104 1.467 0.15 0.02 -0.07
H 4.908 -0.651 1.350 -0.11 0.33 -0.08
H 1.572 0.924 1.014 -0.15 -0.36 -0.17
H 2.020 -0.256 -0.306 -0.34 0.07 0.19
H 1.738 2.750 -0.398 0.28 0.07 -0.32
H 2.862 1.975 -1.555 0.01 0.04 0.27
H 0.360 2.442 -2.297 0.18 -0.31 -0.40
H 1.037 0.780 -2.599 -0.03 1.09 0.78
H -0.783 2.863 -0.231 -0.31 -0.01 0.29
H -2.536 2.103 1.381 -0.04 -0.23 0.05
H -3.335 -1.745 2.552 -0.14 -0.18 -0.95
H -4.865 -0.464 1.311 0.48 -0.48 -0.40
H -3.541 0.101 4.109 0.01 0.36 0.13
H -0.356 -3.523 -1.067 -0.95 -0.62 -0.51
Sn 1.119 -0.522 -3.895 0.56 -0.56 -2.18
```
Forces are in eV/Å.

***

Entry 3:
The following is a DFT calculation (ωB97M-V/def2-TZVPD) of C12H15N2OZr as an isolated structure.

Values from the calculation:
LUMO energy (alpha / beta)	-1.03 / -1.03	eV
multiplicity	2
molar mass	294.489	g/mol
calculated total energy	-697.9100	Eh
HOMO-LUMO gap (alpha / beta)	3.638 / 6.909	eV
net charge	0
highest occupied orbital energy (alpha / beta)	-4.67 / -7.94	eV
⟨S²⟩	0.771
ΔE to the lowest compared entry with this formula, charge and spin	14.5	kJ/mol

The geometry in XYZ format:
```
31
Properties=species:S:1:pos:R:3:forces:R:3
C -0.959 1.029 -2.045 0.96 0.85 -0.14
C 0.438 0.765 -2.246 -0.41 0.94 0.14
C 1.186 1.589 -1.331 -0.64 0.37 -0.16
C 0.246 2.338 -0.542 0.15 -0.34 -1.32
C -1.075 2.016 -1.007 0.78 -0.50 -0.37
Zr -0.133 -0.134 -0.010 -4.04 3.08 1.94
N -2.011 -0.460 0.266 2.14 -1.15 0.32
C 0.159 -2.525 -0.229 0.97 -1.13 -1.37
C 1.149 -1.846 -0.939 0.15 -2.64 0.25
H 2.266 1.731 -1.343 -0.36 -0.24 0.21
H 0.862 0.127 -3.018 -0.15 0.25 0.22
H 0.504 3.120 0.171 -0.12 -0.48 -0.04
H -1.997 2.480 -0.662 0.29 -0.36 0.00
H -1.772 0.595 -2.621 0.22 0.07 0.37
H 1.146 -1.763 -2.029 -0.44 0.22 0.50
H -0.796 -2.834 -0.667 0.53 0.15 -0.06
H -2.973 -0.555 0.585 0.22 0.24 -0.29
H 2.155 -1.746 -0.507 -0.49 0.07 0.06
H 0.388 -3.021 0.720 -0.19 0.81 0.05
O 0.544 0.316 1.849 0.65 -0.09 -0.72
N 0.317 -0.088 3.132 0.62 1.09 -0.83
C -0.819 0.351 3.725 -2.11 -0.33 1.07
C -1.346 -0.366 4.786 0.35 1.10 -1.28
C -0.645 -1.462 5.281 -0.22 -0.84 1.04
C 0.538 -1.869 4.661 0.68 0.45 -1.11
C 1.014 -1.164 3.570 0.23 -2.07 1.06
H -1.351 1.168 3.237 0.38 -0.23 0.13
H -2.315 -0.075 5.172 0.16 0.09 0.15
H -1.021 -2.020 6.126 -0.07 0.00 0.01
H 1.091 -2.746 4.988 -0.11 0.22 0.01
H 1.865 -1.501 2.984 -0.14 0.41 0.14
```
Forces are in eV/Å.

***

Entry 4:
The following is a DFT calculation (ωB97M-V/def2-TZVPD) of C12H15NO5Y as an isolated structure.

Values from the calculation:
LUMO energy	-3.61	eV
molar mass	342.160	g/mol
calculated total energy	-935.4819	Eh
HOMO-LUMO gap	9.703	eV
net charge	+1
highest occupied orbital energy	-13.31	eV

The geometry in XYZ format:
```
34
Properties=species:S:1:pos:R:3:forces:R:3
Y 0.212 -0.004 -0.035 2.08 -1.50 0.33
O 0.107 -0.928 2.171 -0.36 -0.06 0.08
C -0.780 -0.079 2.976 0.06 -0.17 -0.15
C -2.075 0.177 2.240 -0.04 0.17 -0.13
N -1.831 0.851 0.946 -0.45 0.33 -0.05
C -2.846 0.456 -0.069 -0.01 0.19 0.28
C -2.570 -0.942 -0.609 0.69 -0.15 0.22
O -3.441 -1.663 -0.984 -0.07 -0.17 -0.13
O -1.256 -1.222 -0.597 -2.61 -1.12 -0.70
C -1.686 2.332 1.057 -0.29 -0.28 0.15
C -0.594 2.812 0.118 0.49 -0.47 0.02
O -0.682 3.789 -0.561 0.09 0.18 -0.07
O 0.444 1.952 0.129 -0.46 2.91 0.15
H -0.217 -1.847 2.220 0.18 0.37 0.01
H -0.224 0.838 3.149 0.11 0.07 0.00
H -0.967 -0.554 3.933 0.05 -0.07 0.09
H -2.740 0.770 2.873 -0.06 0.00 0.03
H -2.575 -0.772 2.045 -0.03 -0.07 -0.02
H -2.796 1.157 -0.905 -0.01 0.06 -0.04
H -3.864 0.467 0.318 -0.07 0.19 0.10
H -1.376 2.597 2.069 -0.04 -0.04 0.05
H -2.612 2.856 0.832 -0.13 -0.03 0.07
C 2.575 0.298 -1.441 0.37 -0.09 -0.04
C 1.795 1.011 -2.340 0.04 0.10 -0.11
C 0.790 0.362 -3.053 0.05 -0.02 -0.06
C 0.584 -1.004 -2.886 0.00 -0.03 -0.08
C 1.365 -1.722 -1.987 0.15 -0.15 -0.08
C 2.348 -1.066 -1.251 0.58 -0.25 -0.30
H 3.380 0.791 -0.916 -0.01 0.05 0.08
H 1.981 2.064 -2.491 -0.09 0.05 0.05
H 0.202 0.913 -3.775 -0.06 0.02 0.04
H -0.171 -1.518 -3.463 -0.08 0.03 0.05
H 1.222 -2.787 -1.876 -0.06 -0.02 0.04
H 3.000 -1.631 -0.598 0.00 -0.03 0.10
```
Forces are in eV/Å.